[1]
{"formula": "C31H39ClN2O5", "method": "ωB97M-V with the def2-TZVPD basis set", "elements": ["Cl", "O", "O", "O", "O", "O", "N", "N", "C", "C", "C", "C", "C", "C", "C", "C", "C", "C", "C", "C", "C", "C", "C", "C", "C", "C", "C", "C", "C", "C", "C", "C", "C", "C", "C", "C", "C", "C", "C", "H", "H", "H", "H", "H", "H", "H", "H", "H", "H", "H", "H", "H", "H", "H", "H", "H", "H", "H", "H", "H", "H", "H", "H", "H", "H", "H", "H", "H", "H", "H", "H", "H", "H", "H", "H", "H", "H", "H"], "positions_angstrom": [[1.8468, 2.1290, -0.4917], [-4.8255, -2.5173, -1.7882], [1.8434, -0.3971, -2.3645], [4.1192, 0.7446, 1.5646], [4.0377, -0.0459, -2.3355], [5.1108, 1.1682, -0.3974], [-2.0895, -1.5424, 0.2265], [-4.1785, -0.8735, -0.3020], [0.5493, 2.6181, 4.0089], [-3.6874, -0.9461, 2.1848], [-4.1863, -2.3888, 2.2792], [0.5071, 1.9644, 2.7800], [2.7702, 0.6965, -0.4312], [-2.5508, -2.4430, -0.8400], [3.9324, -0.5209, -3.6917], [1.0708, 0.0417, 1.3360], [-1.0847, 1.4526, -2.7203], [-3.9865, -2.0023, -1.0591], [2.8267, 0.0406, -1.7658], [-3.0597, 0.8221, -3.9495], [-1.8860, -0.8395, -2.6408], [2.3397, 1.1432, 4.7208], [-2.9488, -0.4838, -3.4761], [6.3289, 1.3097, 0.3689], [1.3304, 0.8453, 2.5177], [4.0393, 0.8620, 0.3454], [5.3087, -0.4020, -4.2837], [2.3038, 0.4992, 3.4849], [-0.2521, -0.1357, 0.9154], [1.4833, 2.2261, 4.9759], [-0.7697, -1.3267, 0.4317], [-3.1658, -0.6518, 0.7146], [-0.9337, 0.1281, -2.3319], [-2.1598, 1.8121, -3.5330], [-5.3113, -0.0178, -0.5517], [7.3951, 1.4167, -0.6843], [-1.7338, -2.2505, -2.1166], [-4.8503, -0.0223, 2.5313], [-2.5554, -0.6970, 3.1673], [-0.3474, 2.1854, -2.3885], [-2.5562, -3.4876, -0.4860], [-4.5631, 1.0347, 2.4628], [-0.1328, 3.4503, 4.1992], [3.5801, -1.5632, -3.6665], [-3.6926, -1.2442, -3.7433], [-0.1026, -2.1591, 0.1665], [-2.9065, -0.9023, 4.1881], [-5.1650, -0.2173, 3.5675], [-2.1500, -2.9509, -2.8540], [3.0141, -0.2892, 3.2690], [7.2373, 2.2998, -1.3100], [-4.5787, -2.5564, 3.2933], [1.5259, 2.7392, 5.9397], [-3.3856, -3.1136, 2.0977], [3.2229, 0.1179, -4.2409], [-1.6959, -1.3425, 2.9616], [5.6368, 0.6452, -4.3113], [-5.0123, -2.5692, 1.5772], [-5.7239, -0.2091, 1.8995], [-5.2696, 0.3809, -1.5760], [1.8260, -0.6664, 0.9779], [6.0535, -0.9733, -3.7193], [-0.1738, 2.3252, 2.0035], [7.3684, 0.5443, -1.3475], [-5.2976, 0.8118, 0.1500], [-0.6785, -2.4887, -1.9296], [-0.9361, 0.7069, 1.0358], [-3.8612, 1.0670, -4.6437], [6.4765, 0.4355, 1.0133], [-0.0504, -0.1752, -1.7751], [-2.2282, 0.3497, 3.1295], [-2.8708, 0.4113, 0.6754], [5.3044, -0.7766, -5.3096], [6.2610, 2.2323, 0.9721], [8.3975, 1.4809, -0.2582], [3.0581, 0.8135, 5.4753], [-6.2275, -0.6090, -0.4449], [-2.2846, 2.8466, -3.8491]], "atomic_forces_ev_per_a": [[-0.822, 1.852, -0.325], [1.003, 0.488, 0.484], [0.723, 0.453, 0.837], [0.021, 0.171, -1.341], [-0.402, -0.156, -0.317], [0.018, -0.032, 0.900], [0.348, 0.225, 0.626], [0.265, -0.840, -0.395], [0.359, 0.102, -0.103], [0.305, -0.391, -0.811], [-0.127, -0.035, 0.160], [-0.033, -0.256, 0.205], [0.875, -1.300, -0.218], [0.015, -0.592, 0.633], [0.388, -0.139, -0.073], [0.817, -2.144, 0.145], [-0.182, 0.114, -0.150], [-0.887, 0.409, 0.259], [-0.881, -0.059, 0.197], [-0.029, 0.146, 0.164], [0.247, 0.317, -0.473], [-0.118, 0.344, -0.294], [-0.096, -0.143, -0.035], [0.068, 0.274, -0.364], [0.224, 1.307, 0.351], [-0.168, 0.097, 0.644], [0.487, 0.089, -0.222], [-0.601, -0.109, 0.012], [-0.432, 0.088, -0.391], [-0.161, -0.428, -0.065], [0.051, 0.856, -0.214], [-0.413, 0.509, -0.187], [-0.098, -0.231, 0.472], [0.029, -0.317, 0.030], [-0.264, 0.009, -0.251], [0.478, 0.003, -0.455], [-0.434, -0.087, -0.471], [-0.221, 0.110, 0.132], [0.124, -0.031, 0.241], [-0.195, -0.177, -0.196], [0.128, 0.214, -0.228], [-0.104, -0.123, -0.031], [0.307, -0.219, -0.050], [-0.019, 0.399, -0.200], [0.290, 0.364, -0.034], [-0.268, 0.383, 0.073], [0.115, 0.042, -0.204], [0.168, 0.085, -0.235], [0.287, 0.018, 0.157], [-0.248, 0.006, 0.061], [-0.008, -0.065, 0.102], [0.141, -0.058, -0.261], [-0.032, -0.165, -0.319], [-0.102, 0.067, -0.005], [0.110, -0.430, 0.241], [-0.086, 0.121, 0.115], [-0.100, -0.219, 0.048], [0.234, -0.017, 0.115], [0.163, 0.074, 0.178], [0.033, -0.163, 0.221], [-0.529, -0.175, 0.950], [-0.170, 0.051, -0.035], [0.177, -0.177, 0.347], [-0.021, 0.104, 0.167], [-0.094, -0.039, -0.130], [-0.272, -0.004, -0.165], [0.125, -0.450, 0.227], [0.086, 0.021, 0.190], [-0.157, 0.280, -0.050], [-0.321, 0.309, -0.186], [0.045, -0.171, 0.039], [0.115, -0.321, -0.031], [-0.001, 0.006, 0.025], [-0.004, -0.521, -0.062], [-0.056, 0.019, 0.110], [-0.216, 0.190, -0.276], [-0.013, 0.310, 0.018], [0.013, -0.242, -0.024]], "mulliken_charge": [-0.370, -0.705, -0.653, -0.581, -0.226, -0.214, 0.749, 0.780, -0.893, 2.164, -1.829, -0.055, 1.938, 0.211, -0.142, -2.090, -0.852, -0.124, -0.439, -0.769, 0.158, -0.813, -0.246, -0.185, 0.854, -0.177, -1.238, -0.255, 1.041, -0.356, -0.834, -1.644, 0.639, -0.712, -1.336, -1.143, -1.611, -1.877, -1.911, 0.418, 0.454, 0.354, 0.395, 0.266, 0.421, 0.465, 0.564, 0.442, 0.679, 0.400, 0.282, 0.473, 0.381, 0.292, 0.311, 0.302, 0.273, 0.362, 0.443, 0.274, 0.968, 0.272, 0.500, 0.218, 0.497, 0.514, -0.059, 0.410, 0.310, 0.250, 0.359, 1.019, 0.419, 0.249, 0.414, 0.374, 0.348, 0.435], "relative_energy_ev": 0.9532, "total_charge": 0, "mol_weight_g_mol": 555.12, "lumo_energy_ev": -1.16, "e_tot_ev": -58517.587, "e_homo_ev": -6.9}

[2]
{"formula": "C7H14N2", "method": "ωB97M-V with the def2-TZVPD basis set", "elements": ["N", "N", "C", "C", "C", "C", "C", "C", "C", "H", "H", "H", "H", "H", "H", "H", "H", "H", "H", "H", "H", "H", "H"], "positions_angstrom": [[0.1782, -1.4322, 0.3990], [-2.4288, -0.6586, -0.1051], [-0.5971, 2.2764, -0.2513], [0.1524, -0.3060, -0.4337], [-1.2121, -0.7312, -0.2033], [0.0021, 1.0205, 1.8610], [0.6909, -0.2814, -1.8457], [0.9999, -2.5826, 0.1296], [0.2519, 1.1850, 0.3775], [0.5415, 0.1540, 2.2414], [1.3122, 1.3801, 0.1984], [-1.6585, 2.0958, -0.0874], [-0.4166, 2.3755, -1.3205], [0.3297, 1.9123, 2.3968], [1.7770, -0.1903, -1.8152], [-1.0605, 0.8770, 2.0661], [0.4374, -1.2018, -2.3714], [2.0649, -2.3233, 0.1429], [0.8285, -3.3207, 0.9142], [-0.3522, 3.2368, 0.2057], [0.7961, -3.0572, -0.8407], [-2.8886, -0.9658, 0.7525], [0.2517, 0.5377, -2.4107]], "atomic_forces_ev_per_a": [[-1.414, 0.359, 1.504], [-0.459, 0.983, 0.613], [0.146, -0.160, -0.032], [-2.146, 3.584, -0.818], [2.813, -1.823, 0.536], [0.082, -0.062, -0.064], [0.212, -0.174, 0.213], [-0.485, -0.516, -0.411], [1.010, -1.828, -1.150], [-0.038, 0.059, 0.055], [0.136, 0.427, 0.231], [-0.076, -0.090, -0.044], [-0.047, -0.004, -0.062], [-0.018, 0.019, 0.012], [0.051, 0.113, -0.167], [-0.043, -0.001, 0.028], [0.045, -0.056, 0.030], [-0.134, 0.168, 0.076], [0.046, -0.016, -0.101], [0.003, 0.009, 0.024], [0.041, -0.102, 0.030], [0.131, -0.992, -0.560], [0.142, 0.102, 0.057]], "mulliken_charge": [-0.417, -0.632, -1.381, 1.611, -0.226, -1.489, -1.722, -0.861, 0.295, 0.349, 0.345, 0.305, 0.373, 0.449, 0.351, 0.287, 0.430, 0.290, 0.306, 0.404, 0.294, 0.274, 0.362], "smiles": "[H]/N=C1\\N(C)[C@]1(C)C(C)C", "relative_energy_ev": 3.4743, "total_charge": 0, "mol_weight_g_mol": 126.20, "lumo_energy_ev": 0.88, "e_tot_ev": -10462.893, "e_homo_ev": -7.6}

[3]
{"formula": "C5H7INO", "method": "ωB97M-V with the def2-TZVPD basis set", "elements": ["I", "O", "N", "C", "C", "C", "C", "C", "H", "H", "H", "H", "H", "H", "H"], "positions_angstrom": [[-2.5351, -0.3037, 1.0471], [-2.2005, 2.3061, -0.2135], [-0.8599, 0.8192, -1.1557], [-1.8647, 1.0229, -0.4196], [0.7277, -0.0523, 1.3309], [0.3853, -1.3619, -0.6600], [-0.2492, -0.5014, -1.4906], [0.6283, -1.2538, 0.7330], [-3.0689, 2.3811, 0.2653], [0.8567, -0.0039, 2.3510], [0.6812, 0.7981, 0.7940], [0.6741, -2.2785, -1.0848], [-0.1003, -0.6925, -2.5050], [0.6838, -2.3273, 1.0983], [-0.6217, 1.7059, -1.6931]], "atomic_forces_ev_per_a": [[-0.660, 0.101, -0.723], [-0.943, -0.961, -0.406], [1.662, -0.411, -2.584], [-1.251, 1.154, 3.483], [0.154, -4.432, 0.169], [-1.477, 2.262, -0.980], [0.771, 0.441, 1.598], [0.120, -0.686, 0.810], [1.035, -0.092, -0.486], [0.416, 0.306, 2.123], [-0.054, 2.735, -1.682], [0.450, -0.899, -0.958], [-0.563, 0.181, -1.669], [0.178, 1.886, 0.843], [0.162, -1.584, 0.461]], "mulliken_charge": [0.341, -0.416, -0.157, 0.348, -0.954, -0.027, -0.602, -0.081, 0.408, 0.319, 0.472, 0.367, 0.419, 0.264, 0.298], "smiles": "C=C/C=C\\[NH+]=C(\\O)I", "relative_energy_ev": 1.4650, "total_charge": 1, "mol_weight_g_mol": 224.02, "lumo_energy_ev": -4.82, "e_tot_ev": -16927.231, "e_homo_ev": -13.2}

[4]
{"formula": "C20H22IrN6O3S", "method": "ωB97M-V with the def2-TZVPD basis set", "elements": ["Ir", "S", "O", "O", "O", "N", "N", "N", "N", "N", "N", "C", "C", "C", "C", "C", "C", "C", "C", "C", "C", "C", "C", "C", "C", "C", "C", "C", "C", "C", "C", "H", "H", "H", "H", "H", "H", "H", "H", "H", "H", "H", "H", "H", "H", "H", "H", "H", "H", "H", "H", "H", "H"], "positions_angstrom": [[-0.0075, 0.1006, -0.5818], [0.0082, -6.3840, 3.0301], [0.0010, 2.1023, -0.5762], [-2.0114, 0.4310, -0.7228], [1.9988, 0.4195, -0.7117], [-0.0094, -1.8827, -0.9715], [0.0079, -4.8796, 3.5936], [-3.5943, 2.0348, -0.8198], [-0.0114, -0.6264, 1.2603], [0.0122, -6.0914, 1.4503], [3.6000, 2.0025, -0.7751], [-0.0232, -0.4685, 3.6250], [1.2820, 2.7708, -0.6654], [4.0366, 3.4097, -0.8479], [-0.0066, -1.8431, 3.7514], [-3.9970, 3.4520, -0.9118], [0.0098, -4.0780, 2.5387], [0.0077, -4.0711, 0.0369], [-1.2743, 2.7774, -0.6902], [-0.0152, -2.4353, -2.1828], [-2.3497, 1.6774, -0.7365], [0.0012, -2.6857, 0.1167], [-4.6833, 1.0417, -0.8998], [4.6695, 0.9881, -0.8534], [-0.0003, -1.9793, 1.3653], [0.0035, -2.6288, 2.5953], [-0.0074, -3.8191, -2.3427], [0.0122, -4.7749, 1.3052], [-0.0253, 0.1204, 2.3672], [0.0053, -4.6464, -1.2397], [2.3496, 1.6624, -0.7104], [-3.8326, 3.8282, -1.9212], [3.4055, 4.0528, -0.2395], [-5.0572, 3.5093, -0.6854], [-1.4126, 3.4292, 0.1739], [-5.3017, 1.1399, -0.0094], [0.0142, -5.7239, -1.3463], [-1.2807, 3.3785, -1.6018], [-0.0335, 1.1937, 2.2394], [5.0474, 3.4647, -0.4542], [5.1784, 0.9420, 0.1082], [1.3023, 3.3836, -1.5686], [4.2505, 0.0218, -1.1058], [-0.0111, -4.2262, -3.3441], [4.0398, 3.7458, -1.8844], [1.4111, 3.4088, 0.2102], [-4.2731, 0.0420, -0.9671], [-3.4657, 4.0602, -0.1827], [-0.0272, -1.7656, -3.0333], [5.3715, 1.3021, -1.6221], [-0.0341, 0.1714, 4.4962], [-0.0026, -2.3172, 4.7251], [-5.2781, 1.2626, -1.7838]], "atomic_forces_ev_per_a": [[0.007, -0.276, -0.237], [0.013, -0.009, 0.001], [-0.017, 0.254, -0.012], [-0.096, 0.145, 0.149], [0.107, 0.126, 0.167], [0.003, -0.084, -0.062], [-0.004, -0.029, -0.075], [0.001, 0.127, -0.016], [-0.010, 0.034, 0.102], [-0.004, 0.050, 0.069], [-0.012, 0.118, -0.032], [0.001, 0.113, 0.045], [0.054, -0.038, 0.065], [0.002, -0.088, 0.036], [0.001, -0.081, 0.006], [-0.005, -0.088, 0.030], [-0.007, 0.066, 0.151], [-0.012, 0.079, 0.049], [-0.060, -0.036, 0.068], [-0.002, 0.018, 0.074], [0.126, -0.203, -0.071], [0.005, 0.094, 0.015], [0.050, 0.038, -0.012], [-0.036, 0.041, -0.022], [-0.006, 0.055, -0.096], [-0.001, 0.014, -0.073], [0.001, 0.009, -0.094], [0.007, -0.097, -0.134], [0.023, -0.056, -0.057], [0.009, -0.047, 0.042], [-0.128, -0.187, -0.065], [-0.012, 0.010, -0.003], [0.011, 0.016, -0.012], [-0.001, 0.022, 0.000], [0.004, -0.015, 0.010], [-0.019, -0.013, -0.010], [-0.008, 0.000, 0.006], [-0.051, -0.025, -0.014], [-0.007, 0.005, 0.011], [0.002, 0.016, 0.002], [0.016, -0.007, -0.007], [0.058, -0.028, -0.016], [0.009, -0.004, 0.012], [0.000, -0.006, 0.006], [0.016, 0.013, 0.000], [-0.006, -0.015, 0.009], [-0.012, -0.001, 0.009], [-0.009, 0.014, -0.008], [0.006, -0.010, -0.010], [0.010, -0.008, 0.000], [0.002, -0.010, 0.003], [-0.005, -0.004, -0.003], [-0.014, -0.007, 0.003]], "mulliken_charge": [1.674, 0.297, -0.238, -0.889, -0.885, -0.296, -0.615, 0.078, -0.520, -0.615, 0.068, -0.909, -0.585, -0.979, -0.479, -0.971, 0.804, -0.161, -0.527, -0.098, 0.738, 0.635, -0.954, -0.981, -0.015, -0.124, -0.795, 0.761, -0.123, -0.415, 0.743, 0.370, 0.385, 0.370, 0.353, 0.379, 0.608, 0.476, 0.509, 0.392, 0.368, 0.495, 0.340, 0.463, 0.365, 0.373, 0.300, 0.393, 0.562, 0.399, 0.467, 0.614, 0.396], "relative_energy_ev": 0.0963, "total_charge": 3, "mol_weight_g_mol": 618.72, "lumo_energy_ev": -10.22, "e_tot_ev": -49829.300, "e_homo_ev": -17.1}

[5]
{"formula": "C3H5NO4", "method": "ωB97M-V with the def2-TZVPD basis set", "elements": ["O", "O", "O", "O", "N", "C", "C", "C", "H", "H", "H", "H", "H"], "positions_angstrom": [[-2.0533, 1.3355, -0.1935], [1.9352, 0.9420, -0.7138], [-0.7405, -1.6969, 0.8774], [-0.9383, -0.7637, -1.1348], [-1.0383, -0.7493, 0.1629], [-1.5048, 0.4208, 0.6085], [1.4535, 0.4570, 0.4318], [1.7719, -0.5196, -0.5442], [1.3666, 0.8196, 1.4322], [-2.3758, 1.1104, -1.1353], [0.9559, -1.0802, -1.1174], [2.8007, -0.9965, -0.3823], [-1.6328, 0.7209, 1.7084]], "atomic_forces_ev_per_a": [[-0.708, 0.044, -1.139], [-0.386, 0.405, 0.228], [0.159, -0.269, 0.588], [-0.602, -0.680, 1.295], [0.209, -0.095, -3.057], [-0.804, 2.479, 1.756], [-1.055, 0.076, -0.644], [1.309, -2.026, 0.405], [0.369, 0.188, 0.196], [1.432, -0.468, 2.153], [1.247, 1.097, 0.626], [-1.636, 0.377, -0.584], [0.464, -1.126, -1.825]], "mulliken_charge": [-0.454, -0.347, -0.598, -0.703, 0.812, -0.046, -0.187, -0.122, 0.415, 0.367, 0.281, 0.226, 0.357], "relative_energy_ev": 9.3173, "total_charge": 0, "mol_weight_g_mol": 119.08, "lumo_energy_ev": [-1.60, 0.31], "e_tot_ev": -12863.558, "e_homo_ev": [-7.6, -8.7]}

Max |F|? In order: 0.0447, 0.0828, 0.0863, 0.0071, 0.0611 hartree/bohr.